Record 1
{"formula": "C25H27ClCrN2O6S6", "method": "ωB97M-V/def2-TZVPD", "total_charge": -1, "gap_ev": [5.60, 5.82], "e_above_lowest_kj_mol": 0.0, "multiplicity": 2, "s2": 0.77, "elements": ["Cr", "C", "C", "O", "C", "C", "C", "C", "C", "C", "O", "H", "H", "H", "H", "H", "H", "H", "S", "C", "S", "C", "C", "S", "S", "S", "N", "C", "N", "S", "H", "H", "H", "H", "C", "C", "C", "O", "C", "H", "H", "H", "H", "H", "H", "H", "H", "C", "C", "C", "C", "Cl", "C", "C", "C", "O", "C", "C", "O", "O", "H", "H", "H", "H", "H", "H", "H", "H"], "positions_angstrom": [[-0.03613, 0.37407, -0.25184], [0.91290, 4.52905, -0.54065], [0.04644, 3.29183, -0.52815], [0.64562, 2.19924, -0.47643], [-1.39139, 3.38301, -0.58547], [-2.02186, 4.65045, -0.61533], [-3.37945, 4.76979, -0.71828], [-4.16049, 3.60116, -0.80665], [-3.59046, 2.36379, -0.78353], [-2.18466, 2.21415, -0.66119], [-1.71752, 1.00605, -0.66283], [1.95391, 4.21899, -0.57779], [0.74625, 5.10690, 0.36957], [0.68024, 5.17420, -1.38770], [-1.41236, 5.54028, -0.55274], [-3.84708, 5.74311, -0.72666], [-5.23662, 3.68653, -0.87947], [-4.17490, 1.45901, -0.81973], [-1.00447, -4.02539, 5.37332], [-1.29183, -2.72169, 4.37502], [-2.82837, -2.26570, 3.76143], [-2.37741, -0.87504, 2.77307], [-1.04408, -0.61664, 2.80682], [-0.13493, 0.66987, 2.02819], [-0.07277, -1.65859, 3.82147], [-3.68515, -0.10305, 1.98342], [4.28764, -1.63272, 0.78470], [3.13386, -0.94754, 0.97474], [2.69438, -0.80239, 2.21958], [2.38160, -0.29361, -0.39624], [4.67248, -2.19058, 1.52927], [4.49688, -1.90570, -0.15988], [3.15484, -1.22896, 3.00575], [1.83616, -0.23870, 2.37128], [-2.38101, -3.25466, 0.03494], [-1.13120, -3.65623, 0.83916], [-0.07333, -2.64242, 0.41934], [-0.82304, -1.49878, -0.00792], [-1.97629, -1.98240, -0.71103], [-3.21414, -3.05131, 0.70619], [-2.67653, -4.03325, -0.66661], [-0.80936, -4.67502, 0.62804], [-1.32572, -3.58167, 1.90757], [0.53639, -2.97567, -0.42732], [0.56259, -2.31509, 1.23923], [-1.67560, -2.17424, -1.74599], [-2.71806, -1.18708, -0.64485], [1.85023, 2.35581, -3.78528], [2.96939, 1.42589, -3.43607], [4.00188, 1.87196, -2.62182], [5.06433, 1.05006, -2.30560], [6.32239, 1.65653, -1.25679], [5.14359, -0.23689, -2.79388], [4.11695, -0.70043, -3.59583], [3.03774, 0.11068, -3.91405], [2.11963, -0.43448, -4.78538], [0.74266, -0.56453, -4.39580], [0.56164, -0.96996, -2.92021], [0.68731, -2.13128, -2.57138], [0.27867, 0.03011, -2.18115], [2.13475, 3.38322, -3.56034], [0.95380, 2.10891, -3.21333], [1.60672, 2.29172, -4.84649], [3.97491, 2.88114, -2.23812], [5.98008, -0.86799, -2.53323], [4.12147, -1.71044, -3.97864], [0.36208, -1.36039, -5.03915], [0.20826, 0.36244, -4.59942]], "forces_ev_per_a": [[-0.3, 0.1, 0.3], [-0.1, -0.1, 0.0], [0.1, -0.3, 0.0], [0.0, 0.6, 0.1], [0.2, 0.2, 0.0], [-0.1, -0.1, 0.0], [0.1, 0.0, 0.0], [-0.1, 0.1, 0.0], [0.2, 0.0, 0.1], [-0.2, 0.0, -0.1], [0.0, -0.1, 0.0], [0.0, 0.0, 0.0], [0.0, 0.0, 0.0], [0.0, 0.0, 0.0], [0.0, 0.1, 0.0], [0.0, 0.1, 0.0], [-0.1, 0.0, 0.0], [-0.1, -0.1, 0.0], [0.0, 0.1, -0.1], [0.0, -0.1, 0.2], [-0.1, -0.1, 0.1], [-0.4, 0.1, -0.1], [0.1, 0.1, 0.0], [0.1, 0.0, -0.1], [0.0, -0.1, 0.2], [0.2, 0.0, 0.0], [-0.1, -0.1, 0.1], [0.0, 0.1, 0.1], [-0.2, 0.3, -0.2], [0.1, -0.1, 0.2], [0.0, 0.0, 0.0], [0.0, 0.0, 0.0], [0.0, 0.0, 0.0], [0.4, -0.2, -0.1], [0.0, 0.0, 0.0], [0.1, 0.0, 0.0], [0.2, -0.1, -0.1], [0.0, -0.1, 0.0], [-0.2, 0.2, -0.1], [0.0, 0.0, 0.0], [-0.1, 0.0, 0.0], [0.0, 0.0, 0.0], [0.0, 0.0, -0.1], [-0.1, 0.0, 0.1], [0.0, -0.1, 0.0], [-0.1, 0.0, 0.1], [0.0, -0.1, -0.1], [-0.1, 0.0, -0.1], [0.0, -0.2, -0.1], [0.0, 0.0, 0.0], [0.1, 0.1, 0.1], [0.0, 0.0, 0.0], [0.0, -0.1, 0.0], [0.0, 0.0, 0.0], [-0.2, 0.0, 0.0], [0.1, 0.1, 0.1], [0.1, -0.2, -0.1], [-0.1, 0.1, -0.4], [0.2, -0.4, -0.2], [0.1, 0.4, 0.2], [0.0, 0.0, 0.0], [0.0, 0.0, 0.0], [0.0, 0.0, 0.0], [0.0, 0.1, 0.1], [0.1, 0.0, 0.0], [0.0, -0.1, 0.0], [0.0, 0.1, 0.1], [0.0, 0.0, 0.1]]}

---

Record 2
{"formula": "C25H27CrN2O3S2", "method": "ωB97M-V/def2-TZVPD", "total_charge": 0, "gap_ev": [6.99, 7.46], "multiplicity": 2, "s2": 0.77, "elements": ["Cr", "C", "N", "C", "C", "N", "C", "C", "C", "C", "C", "C", "C", "S", "C", "C", "C", "C", "C", "C", "S", "H", "H", "H", "H", "H", "H", "H", "H", "H", "H", "H", "H", "H", "H", "H", "H", "H", "H", "C", "O", "C", "C", "C", "C", "C", "C", "O", "C", "O", "C", "H", "H", "H", "H", "H", "H", "H", "H", "H"], "positions_angstrom": [[-0.60213, -0.75700, 0.19176], [-3.44951, 0.10183, 1.08798], [-2.01677, 0.27776, 1.43647], [-1.61532, 1.69306, 1.24909], [-1.64605, 2.05431, -0.22210], [-0.90011, 1.06541, -1.06021], [0.45055, 1.58636, -1.36928], [-1.63832, 0.78543, -2.29485], [-1.78938, 1.78704, -3.25011], [-2.50183, 1.55511, -4.41231], [-3.07432, 0.30178, -4.61490], [-2.93411, -0.68773, -3.66076], [-2.21562, -0.46738, -2.47500], [-2.07948, -1.74214, -1.28084], [-1.83851, -0.15400, 2.83282], [-2.26686, 0.64307, 3.88579], [-2.17071, 0.19319, 5.19237], [-1.66030, -1.07684, 5.43969], [-1.24653, -1.87556, 4.38846], [-1.32359, -1.42955, 3.06408], [-0.83557, -2.46682, 1.73451], [-4.05588, 0.79406, 1.68007], [-3.73633, -0.92172, 1.31065], [-3.61193, 0.26761, 0.02687], [-0.61519, 1.80665, 1.65733], [-2.28393, 2.37382, 1.78434], [-1.21042, 3.04980, -0.33727], [-2.66881, 2.10897, -0.58527], [0.39928, 2.59415, -1.78745], [0.93417, 0.92781, -2.08490], [1.04878, 1.61617, -0.45812], [-1.35012, 2.76424, -3.08223], [-2.61296, 2.34018, -5.14908], [-3.63199, 0.10107, -5.52158], [-3.37859, -1.66497, -3.80769], [-2.68240, 1.62540, 3.69760], [-2.49963, 0.82496, 6.00659], [-1.59106, -1.44432, 6.45609], [-0.85615, -2.86962, 4.57095], [4.61765, -1.39823, -4.09798], [5.19194, -1.27152, -2.80372], [4.35599, -1.11509, -1.75812], [4.97464, -0.77501, -0.53696], [4.19455, -0.57421, 0.56232], [2.78473, -0.68462, 0.51547], [1.96743, -0.27976, 1.62548], [2.47123, -0.26968, 3.03538], [0.77804, 0.06793, 1.47476], [2.17498, -1.08049, -0.70612], [0.89976, -1.30983, -0.83464], [2.99053, -1.28230, -1.83647], [5.43702, -1.30400, -4.80371], [3.88470, -0.61088, -4.27837], [4.14043, -2.37141, -4.22656], [6.04934, -0.66237, -0.50299], [4.67458, -0.27496, 1.48351], [3.55204, -0.26322, 3.12844], [2.09209, -1.19332, 3.48365], [2.03246, 0.56378, 3.58111], [2.49346, -1.59235, -2.74399]], "forces_ev_per_a": [[0.0, -0.5, -0.1], [0.0, -0.1, 0.0], [0.2, 0.3, 0.3], [-0.1, -0.1, -0.1], [0.1, -0.1, 0.0], [-0.1, -0.1, 0.1], [0.0, 0.0, 0.1], [0.1, 0.2, 0.0], [0.0, 0.0, 0.0], [0.0, 0.0, 0.0], [0.0, 0.0, 0.0], [0.0, 0.0, 0.0], [-0.1, -0.1, -0.1], [0.2, 0.1, 0.2], [-0.1, 0.0, -0.1], [0.1, 0.1, 0.0], [0.0, -0.1, 0.0], [0.0, 0.1, 0.0], [0.0, 0.0, 0.0], [0.1, -0.1, 0.1], [-0.2, 0.2, -0.3], [0.0, 0.0, 0.0], [0.0, 0.0, 0.0], [0.0, 0.0, 0.0], [0.0, 0.0, 0.0], [0.0, 0.0, 0.0], [0.0, 0.1, -0.1], [0.0, 0.0, 0.0], [0.0, 0.0, 0.0], [0.0, 0.0, 0.0], [0.0, 0.0, 0.0], [0.0, 0.0, 0.0], [0.0, 0.0, 0.0], [0.0, 0.0, 0.0], [0.0, 0.0, 0.0], [0.0, 0.0, 0.0], [0.0, 0.0, 0.0], [0.0, 0.0, 0.0], [0.0, 0.0, 0.0], [0.0, -0.1, 0.1], [0.0, 0.1, -0.1], [-0.1, -0.1, 0.0], [0.0, 0.0, 0.0], [0.0, 0.0, 0.0], [-0.1, 0.1, 0.1], [0.1, 0.0, 0.0], [0.1, 0.1, 0.0], [-0.2, -0.2, -0.2], [-0.2, -0.2, 0.1], [0.2, 0.5, 0.0], [0.0, 0.0, -0.1], [0.0, 0.0, 0.0], [0.0, 0.0, 0.0], [0.0, 0.0, 0.0], [0.0, 0.0, 0.0], [0.0, 0.0, 0.0], [0.0, 0.0, 0.0], [0.0, 0.0, 0.0], [0.0, 0.0, 0.0], [0.0, 0.0, 0.0]]}

---

Record 3
{"formula": "C25H27F4InN3O9", "method": "ωB97M-V/def2-TZVPD", "total_charge": -1, "gap_ev": 6.76, "elements": ["O", "C", "O", "C", "C", "In", "F", "C", "C", "C", "O", "C", "F", "F", "F", "H", "H", "H", "H", "H", "H", "H", "H", "H", "H", "H", "H", "C", "C", "C", "C", "C", "C", "N", "O", "O", "H", "H", "H", "H", "H", "C", "C", "C", "C", "C", "C", "N", "O", "O", "H", "H", "H", "H", "H", "C", "C", "C", "C", "C", "C", "N", "O", "O", "H", "H", "H", "H", "H"], "positions_angstrom": [[1.84988, 3.29365, 0.93656], [1.09907, 2.38960, 1.12860], [0.32405, 1.88147, 0.18192], [-0.43842, 0.68356, 0.48714], [-0.60464, -0.08674, -0.80105], [1.36484, -0.59266, -1.65223], [2.76603, 0.11193, -0.38543], [1.55604, 0.28465, -3.65043], [2.98515, 0.40191, -4.19580], [3.57764, -0.95155, -4.59306], [5.00533, -1.00614, -4.47171], [1.47627, -2.86167, -1.57227], [1.63747, -3.34780, -0.28564], [0.29608, -3.43901, -1.97646], [2.43113, -3.53211, -2.28855], [0.95085, 1.93367, 2.12504], [-1.40460, 1.03759, 0.87513], [0.07230, 0.07562, 1.24306], [-1.12901, -1.03614, -0.63495], [-1.17035, 0.52155, -1.51483], [0.91655, -0.27376, -4.34712], [1.12595, 1.29055, -3.56629], [3.65243, 0.89036, -3.47248], [2.99479, 1.04891, -5.08792], [3.12608, -1.75101, -3.98955], [3.37826, -1.16124, -5.64903], [5.20508, -1.12608, -3.53588], [-4.95685, -1.66318, 4.38659], [-5.27744, -0.44707, 3.79279], [-4.28091, 0.47389, 3.49904], [-2.97877, 0.15289, 3.83232], [-2.64187, -1.03615, 4.44456], [-3.63847, -1.95843, 4.70862], [-1.88383, 1.07080, 3.47454], [-2.14751, 2.07434, 2.84596], [-0.75276, 0.71939, 3.75552], [-5.73501, -2.38919, 4.58369], [-6.30352, -0.22129, 3.53486], [-4.50197, 1.41355, 3.01475], [-1.60807, -1.25030, 4.67252], [-3.33758, -2.90879, 5.11978], [1.85961, 6.74872, -2.38022], [0.76509, 7.36443, -2.97545], [-0.20787, 6.60095, -3.59868], [-0.06058, 5.22421, -3.61021], [1.02264, 4.59019, -3.03162], [1.98921, 5.36805, -2.41099], [-1.11062, 4.41373, -4.25852], [-2.04095, 5.00852, -4.77746], [-0.99358, 3.20717, -4.23318], [2.61300, 7.34830, -1.88577], [0.66502, 8.44170, -2.95036], [-1.06817, 7.05612, -4.06526], [1.13319, 3.51646, -3.05103], [2.83494, 4.88378, -1.94283], [0.82831, -4.55994, 1.21050], [0.97911, -5.79343, 1.83400], [0.35852, -6.04622, 3.04852], [-0.41010, -5.04396, 3.61297], [-0.57411, -3.80689, 3.01081], [0.05539, -3.56771, 1.79846], [-1.08234, -5.30148, 4.90411], [-0.91512, -6.37880, 5.43939], [-1.77033, -4.40308, 5.36061], [1.31423, -4.36625, 0.26276], [1.58387, -6.56318, 1.37361], [0.46643, -6.99622, 3.55040], [-1.17896, -3.04755, 3.48058], [-0.05553, -2.60717, 1.31254]], "forces_ev_per_a": [[0.4, 0.7, -0.2], [-0.3, -0.5, 0.6], [0.0, -0.3, -0.3], [-0.5, 0.0, -0.2], [0.4, -0.2, 0.0], [-0.5, 0.4, -0.5], [0.1, -0.2, 0.1], [0.4, 0.0, 0.1], [-0.1, 0.1, -0.4], [0.1, 0.0, 0.1], [0.0, -0.1, 0.1], [0.2, 0.6, -1.0], [2.8, 5.5, -4.3], [0.0, 0.0, 0.1], [0.0, 0.0, 0.1], [0.1, -0.1, -0.2], [0.3, -0.1, 0.0], [0.0, 0.3, 0.0], [-0.1, 0.2, 0.1], [0.0, -0.2, 0.0], [0.1, 0.1, 0.0], [-0.1, -0.2, 0.0], [-0.1, -0.2, 0.0], [0.1, 0.0, 0.1], [0.0, 0.1, -0.1], [-0.1, 0.0, 0.2], [0.0, 0.1, -0.1], [0.0, 0.0, 0.0], [0.1, 0.0, 0.0], [-0.1, 0.0, 0.0], [0.0, 0.1, 0.0], [0.1, -0.1, 0.0], [0.0, 0.0, -0.1], [0.3, -0.2, -0.4], [-0.3, 0.2, 0.3], [-0.1, 0.2, 0.2], [0.0, 0.0, 0.0], [0.0, 0.0, 0.0], [0.0, 0.0, 0.0], [0.0, 0.0, 0.0], [-0.2, 0.0, 0.1], [0.0, 0.0, 0.0], [0.0, 0.0, 0.0], [0.0, 0.1, 0.0], [0.0, 0.0, 0.0], [0.2, -0.1, 0.1], [0.0, 0.0, 0.0], [-0.1, 0.0, 0.0], [0.1, -0.1, 0.0], [0.0, 0.1, 0.0], [0.0, 0.0, 0.0], [0.0, 0.0, 0.0], [0.0, 0.0, 0.0], [-0.2, 0.0, 0.0], [0.0, 0.0, 0.0], [-1.0, -2.7, 2.1], [-0.4, 0.1, 0.6], [0.2, -0.2, 0.0], [-0.1, -0.1, 0.2], [0.0, 0.1, -0.1], [-0.1, -0.2, 0.3], [0.2, 0.2, -0.4], [-0.1, 0.1, 0.0], [0.0, -0.2, 0.2], [-1.3, -3.4, 2.2], [0.0, 0.0, 0.0], [-0.1, 0.0, 0.1], [0.0, -0.1, 0.0], [0.0, 0.0, 0.0]]}

---

| no. | F_max (eV/Å) | electronic energy (eV) |
| --- | --- | --- |
| 1 | 0.56 | -147588.48557 |
| 2 | 0.52 | -85579.22160 |
| 3 | 7.52 | -65296.14778 |